C3I3NO2 | ωB97M-V/def2-TZVPD

Structure (XYZ):
```
9
Properties=species:S:1:pos:R:3
C -2.533 -0.017 -0.385
C -1.396 0.555 -0.622
C 2.188 -0.031 0.966
N 2.990 -0.577 0.268
O 1.299 0.285 1.632
O -0.373 1.047 -0.854
I -4.336 1.069 -0.374
I -2.554 -2.092 -0.007
I 4.715 -0.240 -0.624
```

Values from the calculation:
LUMO energy in eV: -0.707
Energy relative to the best compared isomer or geometry (same formula, charge and spin) in kJ/mol: 0.0
DFT total energy in eV: -32995.562